No. 1
ORCA calculation (ωB97M-V with the def2-TZVPD basis set) on a cluster of 2 separate species, C3H12NOSi in total in a non-equilibrium geometry.

Summary:
HOMO-LUMO gap	11.025	eV
LUMO level	-0.1365	Ha
net charge	+1
ΔE to the lowest compared entry with this formula, charge and spin	7.8	kJ/mol

Last column: Mulliken charge in e.
Atoms and positions in Å:
C -0.6738 -0.6861 -2.3189  -0.982
C -2.0396 1.0216 0.4039  -1.046
C 2.1427 -0.7730 1.5178  -0.819
N 0.7499 -0.6987 1.0303  -0.488
O 0.3177 1.7589 -0.5196  -0.417
Si -0.6367 0.4927 -0.7430  0.807
H 2.3500 -1.3343 2.4955  0.281
H -0.3800 0.0160 -3.1761  0.313
H -0.0368 -1.6348 -2.2701  0.328
H -1.6647 1.9350 1.0305  0.299
H -2.8820 1.5998 -0.0136  0.387
H -2.3359 0.2700 1.0544  0.381
H 2.6165 -1.3853 0.7394  0.304
H 2.4648 0.2256 1.6706  0.321
H 0.2663 -0.2702 1.8340  0.283
H 0.3776 -1.6382 0.8091  0.317
H -1.6777 -1.0984 -2.5876  0.363
H 1.0419 2.1996 -0.9566  0.368

No. 2
ORCA calculation (ωB97M-V with the def2-TZVPD basis set) on the molecule C4H5ClO3 in a non-equilibrium geometry.

Summary:
HOMO-LUMO gap	9.916	eV
SMILES string	CO/C=C(\Cl)C(=O)O
LUMO level	0.0224	Ha
ΔE to the lowest compared entry with this formula, charge and spin	60.5	kJ/mol

Last column: Mulliken charge in e.
Atoms and positions in Å:
C 2.5665 -0.1515 0.0035  -0.707
C 0.2398 -0.1108 0.0036  -0.161
C -0.9797 0.4530 0.0011  0.247
C -2.1732 -0.4448 0.0060  0.561
H 3.3574 0.5910 -0.0048  0.253
H 2.6260 -0.7476 0.8997  0.338
H 2.6356 -0.7974 -0.8883  0.317
H 0.3025 -1.1752 -0.0228  0.477
H -3.3003 1.1194 -0.0002  0.311
O 1.3608 0.5996 -0.0009  -0.350
O -3.3803 0.1457 -0.0023  -0.467
O -2.0737 -1.6511 0.0039  -0.568
Cl -1.1814 2.1696 0.0015  -0.250

No. 3
ORCA calculation (ωB97M-V with the def2-TZVPD basis set) on a cluster of 4 separate species, C17H38ClN5O8PS2 in total in a non-equilibrium geometry.

Summary:
HOMO-LUMO gap	7.774	eV
LUMO level	-0.0923	Ha
net charge	+1

Last column: Mulliken charge in e.
Atoms and positions in Å:
C 7.3363 1.6235 1.5851  -1.039
C 5.9629 0.9938 1.2301  -0.592
N 5.3083 1.8249 0.1871  0.389
C 5.0233 1.0676 -1.0473  -0.923
C 6.3622 0.9004 -1.7956  -1.346
C 4.2228 2.5123 0.6595  -0.081
S 4.4360 3.7202 1.7555  -0.286
S 2.5744 2.1259 0.1095  -0.056
C 1.4575 2.9428 1.2801  -0.939
C 0.0299 3.0600 0.6882  -0.436
C -1.0057 2.3108 1.5420  -1.190
P -2.7045 2.2809 0.8240  0.904
N -3.6879 2.9027 2.0527  -0.618
C -2.7076 3.2862 -0.7003  -0.552
C -3.9082 3.0745 -1.6940  -1.012
C -5.2260 2.5591 -1.0929  0.108
Cl -6.5779 3.3581 -2.0039  -0.179
C -3.1096 0.5180 0.5796  -0.870
O -4.4848 0.2450 0.8323  -0.282
C -4.7890 -1.0018 0.2673  0.495
C -4.5588 -2.2562 1.0598  -0.792
O -5.1827 -1.0591 -0.8057  -0.393
H 7.1867 2.7021 1.6024  0.281
H 8.0406 1.4259 0.7759  0.260
H 7.7181 1.2789 2.5451  0.397
H 6.1583 -0.0177 0.8725  0.392
H 5.3609 0.9720 2.1377  0.436
H 4.6352 0.0663 -0.8585  0.532
H 4.3708 1.6195 -1.7242  0.596
H 6.7284 1.8886 -2.0839  0.364
H 7.1202 0.4615 -1.1448  0.273
H 6.2667 0.2673 -2.6753  0.371
H 1.8394 3.9166 1.5795  0.548
H 1.4357 2.3295 2.1853  0.401
H 0.0818 2.7038 -0.3428  0.303
H -0.2072 4.1255 0.6862  0.206
H -0.6668 1.2739 1.6438  0.577
H -1.0258 2.7459 2.5417  0.455
H -4.6395 2.5480 1.9839  0.364
H -3.6515 3.9161 1.9517  0.317
H -2.6553 4.3433 -0.4295  0.541
H -1.8035 3.0267 -1.2518  0.293
H -3.5688 2.4647 -2.5291  0.366
H -4.1196 4.0553 -2.1175  0.503
H -5.3605 1.4998 -1.2860  0.042
H -5.3916 2.8391 -0.0590  0.072
H -2.7579 0.1301 -0.3840  0.510
H -2.5346 -0.0302 1.3422  0.529
H -5.4653 -2.8609 1.0414  0.418
H -3.7742 -2.8718 0.6294  -0.001
H -4.3344 -2.0683 2.1120  0.365
C -0.8214 -4.6470 -0.3553  -0.842
N -0.7495 -3.3172 0.3144  0.887
O 0.0060 -2.4828 -0.1445  -0.505
O -1.4688 -3.1504 1.2869  -0.526
H -0.1393 -4.6466 -1.1990  0.332
H -0.5392 -5.3986 0.3696  0.344
H -1.8457 -4.7856 -0.6835  0.309
C 2.8653 -0.9085 -4.2195  -0.729
N 3.8198 -1.8539 -3.5751  0.882
O 3.9150 -2.9663 -4.0481  -0.522
O 4.4386 -1.4342 -2.6128  -0.518
H 2.3900 -1.4113 -5.0542  0.322
H 2.1336 -0.6222 -3.4689  0.263
H 3.4360 -0.0479 -4.5579  0.275
C -4.1796 -6.4789 2.5142  -0.792
N -3.5078 -6.0710 1.2493  0.930
O -2.3997 -6.5121 1.0213  -0.542
O -4.1108 -5.3048 0.5182  -0.508
H -3.5223 -7.1513 3.0534  0.328
H -4.3696 -5.5765 3.0888  0.280
H -5.1082 -6.9744 2.2453  0.312

No. 4
ORCA calculation (ωB97M-V with the def2-TZVPD basis set) on a cluster of 2 separate species, C8H14NP in total in a non-equilibrium geometry.

Summary:
HOMO-LUMO gap	7.682	eV
SMILES string	C=C1P=C1C.C=NC(C)C
LUMO level	-0.0126	Ha
ΔE to the lowest compared entry with this formula, charge and spin	335.7	kJ/mol

Last column: Mulliken charge in e.
Atoms and positions in Å:
C -2.5374 0.4409 -1.1786  -0.011
C -3.5918 0.3054 -0.3305  0.393
C -1.8727 0.9392 -2.1877  -0.596
C 0.9200 -0.7770 2.0682  0.154
C -4.9183 0.8753 -0.1564  -0.810
C 3.4733 -0.4053 -0.1989  -1.508
C 2.4960 1.7478 0.6023  -1.413
C 2.2986 0.2378 0.4800  1.126
N 2.1073 -0.3707 1.7413  -0.588
P -2.4437 -0.7591 0.2784  -0.218
H -0.7717 0.8867 -2.3263  0.232
H -2.3858 1.6142 -2.8899  0.217
H 0.1156 -0.5836 1.3614  -0.326
H 0.6934 -1.4106 2.8297  0.372
H -5.6423 0.0514 -0.4960  0.253
H -4.9069 1.7012 -0.8938  0.281
H -5.2781 1.0793 0.9026  0.295
H 4.1446 -0.7589 0.6893  0.290
H 3.2056 -1.3692 -0.6920  0.301
H 3.9548 0.1684 -0.9029  0.440
H 3.0882 1.8858 1.5542  0.314
H 1.6261 2.3234 0.7909  0.362
H 3.1401 1.8813 -0.2491  0.358
H 1.3567 0.0092 -0.1087  0.082

| no. | E_HOMO (eV) |
| --- | --- |
| 1 | -14.739 |
| 2 | -9.307 |
| 3 | -10.286 |
| 4 | -8.024 |